[1]
An isolated molecule of C4H10N2O in a non-equilibrium geometry, computed with ωB97M-V/def2-TZVPD.

Each line ends with the natural charge from an NBO analysis.
Element x y z (Å)
C (1.74, 1.46, -0.03)  -0.418
N (0.57, 0.70, -0.51)  -0.439
C (-0.50, 1.44, -0.87)  0.522
O (-0.44, 2.58, -1.30)  -0.611
C (0.47, -0.71, -0.15)  -0.225
C (-0.69, -1.03, 0.79)  -0.242
N (-1.76, -1.76, 0.09)  -0.850
H (1.41, 2.07, 0.81)  0.199
H (2.02, 2.16, -0.81)  0.225
H (2.60, 0.82, 0.16)  0.203
H (-1.47, 0.92, -0.83)  0.121
H (0.32, -1.29, -1.07)  0.210
H (1.41, -1.05, 0.27)  0.208
H (-0.36, -1.67, 1.62)  0.175
H (-1.15, -0.20, 1.31)  0.204
H (-1.53, -2.73, -0.05)  0.355
H (-2.64, -1.72, 0.58)  0.363

Results
Charge = 0
HOMO-LUMO gap = 9.885 eV
SMILES = CN(C=O)CCN
E_HOMO = -9.0 eV


[2]
A cluster of 2 separate species, C4H12N2O2 in total in a non-equilibrium geometry, computed with ωB97M-V/def2-TZVPD.

Each line ends with the natural charge from an NBO analysis.
Element x y z (Å)
C (0.03, 2.43, 0.04)  -0.603
C (1.15, 1.36, -0.16)  -0.508
C (0.66, 0.23, 0.69)  0.684
O (0.95, 0.26, 1.88)  -0.627
N (0.14, -0.95, 0.12)  -0.672
C (0.44, -1.28, -1.29)  -0.057
N (-0.65, -1.92, -2.04)  -0.850
H (-0.03, 2.89, 1.15)  0.222
H (0.07, 3.32, -0.58)  0.215
H (-0.95, 1.96, -0.23)  0.203
H (1.18, 1.25, -1.30)  0.207
H (2.12, 1.73, 0.05)  0.240
H (0.17, -1.67, 0.98)  0.417
H (0.59, -0.29, -1.97)  0.212
H (1.35, -2.01, -1.30)  0.189
H (-1.09, -2.75, -1.62)  0.364
H (-1.43, -1.31, -2.26)  0.361
O (-1.84, -1.30, 2.63)  -0.950
H (-0.92, -1.46, 2.94)  0.480
H (-1.94, -0.47, 2.25)  0.474

Results
Charge = 0
HOMO-LUMO gap = 10.302 eV
SMILES = CCC(=O)NCN.O
E_HOMO = -9.5 eV


[3]
A structure of composition C38H37IN3O2STi in a non-equilibrium geometry, computed with ωB97M-V/def2-TZVPD.

Each line ends with the Löwdin spin population.
Element x y z (Å)
Ti (-0.09, 0.65, -1.06)  0.968
I (2.57, 1.23, -0.36)  0.006
C (2.41, 3.08, -1.44)  0.003
C (3.52, 3.88, -1.59)  0.000
C (3.35, 5.22, -2.05)  0.000
C (2.08, 5.70, -2.22)  0.000
C (0.92, 4.87, -2.17)  0.000
C (-0.39, 5.40, -2.48)  -0.001
C (-1.41, 4.58, -2.36)  -0.001
C (-1.24, 3.18, -1.89)  -0.005
C (0.00, 2.67, -1.56)  -0.020
C (1.13, 3.55, -1.75)  -0.002
H (4.44, 3.49, -1.31)  0.000
H (4.23, 5.89, -2.29)  0.000
H (2.04, 6.66, -2.70)  0.000
H (-0.47, 6.44, -2.79)  0.000
H (-2.39, 4.91, -2.64)  0.000
H (-2.11, 2.56, -1.86)  0.000
C (-1.03, 0.53, -4.17)  0.001
C (-1.95, -0.34, -3.31)  0.003
O (-1.93, -0.08, -1.88)  0.008
C (-2.93, -0.88, -1.21)  0.003
C (-4.16, -0.03, -1.04)  0.000
H (-0.93, 0.19, -5.22)  0.000
H (-0.03, 0.54, -3.75)  0.001
H (-1.34, 1.52, -4.24)  0.000
H (-1.74, -1.38, -3.41)  0.000
H (-2.96, -0.28, -3.70)  0.000
H (-2.49, -1.09, -0.20)  0.000
H (-3.12, -1.85, -1.86)  0.000
H (-4.07, 0.83, -0.40)  0.000
H (-4.92, -0.74, -0.58)  0.000
H (-4.51, 0.29, -2.00)  0.000
N (-0.84, -9.77, -3.83)  0.000
C (-0.44, -8.74, -3.54)  0.000
C (0.00, -7.39, -3.23)  0.000
C (-0.50, -6.35, -4.13)  0.000
C (-0.14, -5.05, -3.91)  0.000
C (0.51, -4.72, -2.75)  0.000
C (0.94, -5.68, -1.84)  0.000
C (0.79, -7.03, -2.12)  0.000
N (0.76, -3.28, -2.60)  0.000
C (1.66, -2.63, -3.40)  0.000
C (1.67, -1.32, -3.05)  0.001
N (0.72, -1.19, -2.02)  -0.002
C (0.25, -2.37, -1.73)  0.000
H (-1.02, -6.75, -4.97)  0.000
H (-0.55, -4.34, -4.54)  0.000
H (1.43, -5.36, -0.86)  0.000
H (1.10, -7.90, -1.49)  0.000
H (2.27, -3.20, -4.13)  0.000
H (2.18, -0.38, -3.35)  0.000
H (-0.47, -2.68, -0.97)  0.000
O (-0.64, 0.21, 0.80)  0.031
S (-0.09, 0.59, 2.21)  0.007
C (-0.85, -0.79, 3.27)  -0.001
C (0.01, -1.35, 4.32)  0.000
C (-0.62, -1.55, 5.59)  0.000
C (0.07, -2.29, 6.49)  0.000
C (1.36, -2.87, 6.25)  0.000
C (1.98, -2.63, 5.03)  0.000
C (1.25, -1.89, 4.08)  0.000
C (-0.89, 2.16, 2.75)  0.001
C (-0.01, 3.02, 3.58)  0.000
C (0.65, 4.14, 3.05)  0.000
C (1.45, 4.99, 3.84)  0.000
C (1.41, 4.82, 5.19)  0.000
C (0.77, 3.73, 5.78)  0.000
C (0.08, 2.84, 4.98)  0.000
H (-1.01, -1.51, 2.40)  0.000
H (-1.84, -0.50, 3.57)  0.000
H (-1.62, -1.14, 5.66)  0.000
H (-0.34, -2.50, 7.44)  0.000
H (1.80, -3.52, 6.98)  0.000
H (2.88, -3.16, 4.93)  0.000
H (1.75, -1.78, 3.06)  0.000
H (-1.75, 1.88, 3.37)  0.000
H (-1.28, 2.74, 1.90)  0.000
H (0.61, 4.35, 1.95)  0.000
H (1.83, 5.90, 3.35)  0.000
H (1.87, 5.52, 5.84)  0.000
H (0.79, 3.59, 6.86)  0.000
H (-0.41, 1.96, 5.43)  0.000

Results
Charge = +2
HOMO-LUMO gap (spin up / spin down) = 7.670 / 8.013 eV
Multiplicity = 2
E_HOMO (spin up / spin down) = -13.4 / -13.5 eV
<S²> = 0.7550


[4]
An isolated molecule of CH3NO3 in a non-equilibrium geometry, computed with ωB97M-V/def2-TZVPD.

Each line ends with the natural charge from an NBO analysis.
Element x y z (Å)
N (0.16, -0.42, 0.99)  -0.378
O (0.13, 0.53, 0.16)  -0.094
O (-0.25, -0.14, -1.23)  -0.405
C (-0.44, 0.61, -2.33)  0.627
O (-0.85, 0.18, -3.38)  -0.557
H (0.90, -1.06, 0.65)  0.354
H (-0.71, -0.80, 1.23)  0.350
H (-0.15, 1.67, -2.21)  0.102

Results
Charge = 0
HOMO-LUMO gap = 10.631 eV
SMILES = NOOC=O
E_HOMO = -10.4 eV


[5]
A cluster of 2 separate species, C5H7Br2F in total in a non-equilibrium geometry, computed with ωB97M-V/def2-TZVPD.

Each line ends with the Löwdin spin population.
Element x y z (Å)
C (0.79, 0.70, 0.04)  0.024
C (1.49, -0.55, 0.17)  0.082
C (0.17, -0.51, -0.59)  0.092
C (-0.98, -1.15, 0.04)  0.649
C (-3.20, 1.23, -0.70)  0.662
F (-3.65, 0.57, -1.74)  0.152
Br (-2.14, -2.53, -0.55)  0.122
Br (-1.93, 2.56, -1.19)  0.122
H (0.20, 1.16, 0.76)  0.001
H (1.19, 1.34, -0.62)  0.003
H (2.33, -0.77, -0.32)  0.005
H (1.43, -0.92, 1.10)  0.002
H (0.36, -0.75, -1.70)  0.006
H (-1.54, -0.66, 0.88)  0.032
H (-3.83, 1.64, -0.03)  0.046

Results
Charge = 0
HOMO-LUMO gap (spin up / spin down) = 8.094 / 9.642 eV
Multiplicity = 3
E_HOMO (spin up / spin down) = -7.4 / -10.3 eV
<S²> = 2.0099


[6]
An isolated molecule of CH2N2O3S in a non-equilibrium geometry, computed with ωB97M-V/def2-TZVPD.

Each line ends with the natural charge from an NBO analysis.
Element x y z (Å)
H (2.53, 0.11, -1.48)  0.325
N (2.03, 0.49, -0.74)  -0.281
N (0.83, 0.17, -0.86)  -0.156
C (-0.15, 0.63, 0.00)  -0.083
O (-1.48, 0.09, -0.48)  -0.663
S (-1.07, -0.70, 0.81)  2.369
O (-0.69, -1.99, 0.43)  -0.871
O (-1.72, -0.40, 2.00)  -0.862
H (-0.28, 1.60, 0.33)  0.223

Results
Charge = 0
HOMO-LUMO gap = 9.463 eV
SMILES = [H]/N=N/[C@H]1OS1(=O)=O
E_HOMO = -10.2 eV


[7]
A structure of composition C2H8N2OP2 in a non-equilibrium geometry, computed with ωB97M-V/def2-TZVPD.

Each line ends with the natural charge from an NBO analysis.
Element x y z (Å)
C (0.60, 0.26, -1.19)  -0.428
C (1.81, -1.06, 0.29)  -0.381
N (-1.69, 0.81, 1.18)  -1.329
N (0.61, -0.34, 0.09)  -0.776
O (0.02, -0.39, 2.69)  -1.016
P (-2.44, 1.24, -0.27)  0.507
P (-0.34, 0.10, 1.36)  2.265
H (1.07, 1.25, -1.26)  0.202
H (1.20, -0.44, -1.88)  0.207
H (-0.52, 0.43, -1.60)  0.233
H (2.59, -0.44, 0.08)  0.185
H (1.88, -1.50, 1.21)  0.233
H (1.79, -1.81, -0.52)  0.186
H (-3.59, 1.93, 0.23)  -0.036
H (-2.97, -0.05, -0.41)  -0.053

Results
Charge = 0
HOMO-LUMO gap = 8.985 eV
E_HOMO = -8.6 eV


[8]
A cluster of 2 separate species, C20H38BrF4N4O9P3 in total in a non-equilibrium geometry, computed with ωB97M-V/def2-TZVPD.

Each line ends with the Löwdin charge.
Element x y z (Å)
C (3.12, -4.36, 0.84)  -0.093
C (3.56, -3.04, 0.01)  -0.250
O (2.47, -2.11, 0.14)  -0.194
C (2.12, -1.46, -1.10)  -0.242
N (1.50, -0.15, -1.11)  -0.026
C (2.44, 0.88, -1.66)  -0.389
N (2.70, 0.87, -3.01)  -0.382
C (3.73, 1.81, -3.58)  -0.163
P (2.00, -0.13, -4.27)  0.551
O (0.39, -0.62, -3.81)  -0.430
Br (3.19, -2.15, -4.53)  -0.120
N (3.03, 1.79, -0.65)  -0.215
P (2.74, 3.52, -0.89)  0.951
C (1.31, 3.83, -2.14)  -0.292
C (2.03, 4.39, 0.68)  -0.424
C (3.19, 5.36, 1.26)  -0.211
C (2.77, 1.27, 0.69)  -0.341
F (3.49, 1.95, 1.75)  -0.032
O (1.38, 1.14, 0.98)  -0.049
C (0.68, 0.32, -0.03)  -0.367
C (-0.50, 1.21, -0.74)  -0.032
C (-1.06, 2.39, 0.17)  -0.182
O (-2.08, 1.98, 1.13)  -0.141
C (-1.64, 2.21, 2.47)  -0.112
C (-2.11, 3.65, 3.04)  -0.379
F (-1.55, 4.74, 2.36)  0.071
F (-3.53, 3.65, 2.99)  0.061
F (-1.80, 3.81, 4.42)  0.042
C (-0.14, -0.74, 0.83)  -0.059
C (-0.89, -1.89, 0.03)  -0.165
N (-2.38, -1.95, 0.21)  -0.102
C (-2.76, -3.33, 0.68)  -0.226
C (-4.36, -3.49, 0.68)  -0.093
C (-3.08, -1.65, -1.04)  -0.422
C (-2.96, -2.49, -2.39)  -0.021
O (-3.83, -0.65, -1.06)  0.040
H (2.21, -4.82, 0.32)  0.078
H (2.91, -4.04, 1.91)  0.073
H (3.98, -5.13, 0.86)  0.071
H (3.82, -3.31, -1.07)  0.117
H (4.49, -2.64, 0.53)  0.117
H (1.48, -2.20, -1.71)  0.123
H (3.11, -1.38, -1.69)  0.094
H (4.35, 1.29, -4.40)  0.077
H (3.20, 2.74, -3.98)  0.065
H (4.50, 2.12, -2.79)  0.082
H (0.03, -1.20, -4.51)  0.020
H (0.33, 3.97, -1.59)  0.012
H (1.29, 3.08, -2.98)  0.015
H (1.59, 4.85, -2.62)  0.037
H (1.61, 3.67, 1.44)  0.051
H (1.17, 5.10, 0.38)  0.076
H (4.19, 4.82, 1.25)  0.051
H (3.24, 6.25, 0.53)  0.062
H (2.90, 5.78, 2.28)  0.062
H (3.26, 0.23, 0.72)  0.169
H (-0.17, 1.59, -1.77)  0.112
H (-1.42, 0.56, -0.99)  0.121
H (-0.30, 3.00, 0.73)  0.085
H (-1.60, 3.12, -0.55)  0.132
H (-2.16, 1.44, 3.15)  0.157
H (-0.52, 2.04, 2.63)  0.146
H (-0.92, -0.26, 1.53)  0.126
H (0.59, -1.26, 1.56)  0.123
H (-0.40, -2.90, 0.28)  0.127
H (-0.70, -1.74, -1.10)  0.119
H (-2.31, -4.14, 0.01)  0.104
H (-2.37, -3.46, 1.74)  0.127
H (-4.75, -3.88, -0.32)  0.068
H (-4.70, -4.20, 1.54)  0.072
H (-4.85, -2.47, 0.88)  0.095
H (-4.03, -2.63, -2.79)  0.089
H (-2.52, -3.54, -2.25)  0.077
H (-2.39, -1.94, -3.21)  0.077
O (-7.22, -3.26, 3.49)  -0.207
P (-6.25, -3.81, 4.54)  -0.124
O (-6.35, -2.97, 5.82)  -0.208
O (-4.82, -3.76, 4.00)  -0.212
O (-6.62, -5.27, 4.86)  -0.220

Results
Charge = -2
HOMO-LUMO gap = 1.398 eV
E_HOMO = -0.2 eV